# 1
Formula: FH2NO2P
Source: OMol25
Level of theory: the ωB97M-V functional and the def2-TZVPD basis

XYZ file:
```
7
Properties=species:S:1:pos:R:3:lowdin_charge:R:1
N 0.1428 -0.2181 0.0207 -0.230
O -1.9116 -1.8802 -0.1647 -0.402
O -2.1605 0.5775 -1.0600 -0.446
F 2.9451 0.8314 1.2025 -0.195
P -1.3569 -0.5438 -0.4141 0.311
H 2.0518 0.6030 0.7766 0.091
H 0.2893 0.6302 -0.3611 -0.128
```

Computed properties:
net charge = -1
E_LUMO = 4.20 eV
2S+1 = 1
HOMO level = -5.273 eV
frontier orbital gap = 0.3480 Ha
calculated total energy = -17627.1919 eV
energy relative to the best compared isomer or geometry (same formula, charge and spin) = 2.054 eV

# 2
Formula: C5H14N2S
Source: OMol25
Level of theory: the ωB97M-V functional and the def2-TZVPD basis

XYZ file:
```
22
Properties=species:S:1:pos:R:3:lowdin_charge:R:1
C -1.3079 -0.9732 -0.9538 -0.200
N -0.2332 -0.8651 0.1976 -0.080
C -0.6680 0.2234 1.1631 -0.325
C 0.4886 0.3080 2.0574 -0.600
S 0.5908 -1.0908 3.2117 0.731
C -1.7319 0.2169 -1.6624 -0.125
N 2.7818 0.5606 0.7676 -0.110
C -0.9981 0.5724 -2.8607 -0.093
H -2.0380 -1.5273 -0.3750 0.105
H -0.6386 -1.7785 -1.4413 0.163
H 0.7561 -1.0265 0.3624 0.073
H -0.9711 1.0913 0.5526 0.106
H -1.5421 -0.1888 1.7175 0.105
H 0.5403 1.3025 2.4802 0.084
H 1.5842 0.2971 1.3864 -0.020
H -2.8231 0.2954 -1.6008 0.114
H 1.8785 -0.7983 3.3125 -0.145
H 2.7796 0.5945 -0.2699 -0.047
H 3.7243 0.6910 1.0833 -0.070
H -1.1910 1.6618 -3.2939 0.129
H -0.8368 -0.1596 -3.6887 0.110
H -0.1445 0.5933 -2.1458 0.096
```

Computed properties:
E_LUMO = -3.14 eV
2S+1 = 1
HOMO level = -6.843 eV
frontier orbital gap = 0.1360 Ha
calculated total energy = -19217.7456 eV
energy relative to the best compared isomer or geometry (same formula, charge and spin) = 9.551 eV

# 3
Formula: C2H5IO
Source: OMol25
Level of theory: the ωB97M-V functional and the def2-TZVPD basis

XYZ file:
```
9
Properties=species:S:1:pos:R:3:lowdin_charge:R:1
C 0.1078 1.8100 0.1746 -0.157
C 0.2523 0.5178 0.3188 -0.658
I 2.1992 -0.2044 -0.0960 0.790
H 0.9370 2.5413 0.0548 0.054
H -0.9062 2.2900 0.1970 0.077
H -0.4831 -0.1577 0.5327 -0.023
O -0.9783 -2.1860 -0.1544 -0.084
H -0.3235 -1.5556 -0.5439 -0.024
H -0.8053 -3.0555 -0.4836 0.026
```

Computed properties:
E_LUMO = 0.50 eV
2S+1 = 1
HOMO level = -9.346 eV
frontier orbital gap = 0.3617 Ha
SMILES string = C=CI.O
calculated total energy = -12301.9215 eV
energy relative to the best compared isomer or geometry (same formula, charge and spin) = 0.952 eV

# 4
Formula: C5H7BrO
Source: OMol25
Level of theory: the ωB97M-V functional and the def2-TZVPD basis

XYZ file:
```
14
Properties=species:S:1:pos:R:3:lowdin_charge:R:1
C 0.3171 -2.2734 -0.3334 0.059
C 0.6667 -1.0724 -0.8385 -0.156
C 1.4663 -0.2341 0.1050 -0.284
O 1.7252 0.9064 -0.2717 -0.010
H -0.1824 -2.8257 -1.1543 0.082
H 0.4986 -2.6583 0.5464 0.006
H 0.6719 -0.6929 -1.8627 0.116
H 1.9025 -0.9311 0.9884 0.160
C -1.2831 1.7619 1.2515 -0.037
C -1.0205 1.3215 -0.1017 -0.726
Br -2.2276 1.1205 -1.4992 0.675
H -1.9475 1.3998 2.0759 0.052
H -0.3410 2.3381 1.6714 0.086
H -0.2460 1.8396 -0.5770 -0.024
```

Computed properties:
E_LUMO = -0.01 eV
2S+1 = 1
HOMO level = -9.140 eV
frontier orbital gap = 0.3355 Ha
SMILES string = C=CC=O.C=CBr
calculated total energy = -77384.0352 eV
energy relative to the best compared isomer or geometry (same formula, charge and spin) = 3.481 eV

# 5
Formula: C3H8NO2
Source: OMol25
Level of theory: the ωB97M-V functional and the def2-TZVPD basis

XYZ file:
```
14
Properties=species:S:1:pos:R:3:lowdin_charge:R:1
N 1.7385 -0.3642 -0.2073 0.193
C 0.7575 0.5960 0.5811 -0.006
C -0.5982 0.0048 0.2723 -0.396
O -0.5271 -1.3717 0.4712 0.031
C -1.8491 0.5229 -0.7819 0.035
O -1.7482 0.9092 0.5743 -0.017
H 2.7477 -0.1195 -0.1890 0.182
H 1.2935 -0.3922 -1.2219 0.227
H 1.5528 -1.2563 0.2017 0.122
H 1.0369 0.6215 1.5899 0.121
H 0.7738 1.6275 0.1104 0.166
H -1.1775 -1.6963 1.0994 0.138
H -1.6248 1.2878 -1.4703 0.097
H -2.3758 -0.3696 -1.0299 0.108
```

Computed properties:
net charge = +1
E_LUMO = -3.75 eV
2S+1 = 1
HOMO level = -13.876 eV
frontier orbital gap = 0.3721 Ha
SMILES string = [NH3+]C[C@]1(O)CO1
calculated total energy = -8816.2674 eV
energy relative to the best compared isomer or geometry (same formula, charge and spin) = 3.685 eV

# 6
Formula: C25H25Br3O8
Source: OMol25
Level of theory: the ωB97M-V functional and the def2-TZVPD basis

XYZ file:
```
61
Properties=species:S:1:pos:R:3:lowdin_charge:R:1
C 0.6855 0.9865 1.2132 -1.581
Br 0.1522 -0.6535 2.1066 0.627
Br 2.5570 0.8032 0.6824 0.600
Br 0.3957 2.5487 2.3025 0.589
H 0.0711 1.0760 0.3259 -0.065
C -3.8761 3.1558 0.4439 -0.016
C -2.7829 3.8434 -0.0486 -0.012
C -3.0326 4.9942 -0.7869 -0.326
C -4.3088 5.4580 -1.0456 -0.005
C -5.3784 4.8160 -0.3965 -0.015
C -5.1539 3.6400 0.3121 -0.326
O -6.1918 2.9120 0.8455 0.044
O -1.9712 5.6127 -1.4149 0.019
H -3.7237 2.1796 0.8844 0.108
H -1.7731 3.5110 0.1447 0.086
H -4.4936 6.3436 -1.6331 0.116
H -6.3837 5.1909 -0.5507 0.111
H -7.0122 3.3842 0.6708 0.098
H -1.1798 5.8190 -0.9222 0.098
C -2.7676 -0.3899 -0.0111 -0.046
C -3.7405 -1.3898 0.1451 -0.006
C -4.2973 -1.9456 -0.9727 -0.336
C -3.8055 -1.6804 -2.2410 -0.018
C -2.8447 -0.6874 -2.4016 -0.011
C -2.3662 -0.0012 -1.2798 -0.318
O -1.3284 0.8902 -1.4082 0.016
O -5.3214 -2.8390 -0.7903 0.052
H -2.3505 0.1285 0.8403 0.077
H -4.0684 -1.6459 1.1417 0.129
H -4.1109 -2.2338 -3.1196 0.120
H -2.5299 -0.3994 -3.3974 0.117
H -1.2906 1.2357 -2.3054 0.112
H -5.5467 -3.3160 -1.5924 0.103
C 7.9112 0.5888 -1.1405 -0.025
C 9.1330 1.1433 -1.5243 -0.020
C 9.7205 2.1202 -0.7270 -0.323
C 9.0852 2.5415 0.4630 -0.003
C 7.8393 2.0302 0.7152 -0.034
C 7.2123 1.0816 -0.0804 -0.329
O 5.9161 0.6870 0.2006 -0.002
O 10.8868 2.7399 -1.0536 0.043
H 7.5415 -0.2213 -1.7603 0.121
H 9.5768 0.7802 -2.4412 0.112
H 9.6305 3.1963 1.1249 0.118
H 7.2681 2.3935 1.5684 0.121
H 5.4738 1.4514 0.5843 0.058
H 11.1499 2.5589 -1.9598 0.104
C -1.3046 -4.7255 2.6392 -0.023
C -1.2849 -4.0173 1.4539 -0.051
C -1.3381 -4.6227 0.2198 -0.323
C -1.3764 -6.0353 0.1743 -0.003
C -1.3311 -6.7695 1.3466 -0.008
C -1.3209 -6.1006 2.5801 -0.335
O -1.2157 -6.9110 3.6769 0.031
O -1.4349 -3.9916 -0.9806 0.048
H -1.1176 -4.3309 3.6316 0.119
H -1.2833 -2.9270 1.4073 0.043
H -1.2913 -6.5140 -0.7927 0.115
H -1.1168 -7.8279 1.2985 0.117
H -1.6382 -6.6307 4.4890 0.102
H -1.5225 -3.0349 -0.8542 0.089
```

Computed properties:
E_LUMO = -0.02 eV
2S+1 = 1
HOMO level = -7.922 eV
frontier orbital gap = 0.2905 Ha
calculated total energy = -252836.2092 eV
energy relative to the best compared isomer or geometry (same formula, charge and spin) = 0.000 eV